[1]
Entry from OMol25: C30H54FeGeN2S as an isolated structure (wB97M-V/def2-TZVPD).

Structure (XYZ):
```
89
Properties=species:S:1:pos:R:3:forces:R:3
Fe -0.475137 -0.984092 0.224800 0.0 0.8 -0.5
C -1.632101 -0.876661 2.213814 -0.1 -0.5 -0.1
C -0.970337 -2.131832 2.008180 0.1 -0.2 0.2
C 0.449334 -1.834584 2.041626 0.2 -0.6 0.3
C 0.571443 -0.436307 2.305958 -0.2 0.0 0.1
C -0.697182 0.135091 2.480828 0.4 0.5 0.0
C -0.990394 1.520783 3.013386 -0.1 0.0 0.0
C 0.211611 2.458851 2.870616 0.0 -0.1 0.0
C -1.292578 1.348585 4.513865 0.0 -0.1 0.0
C -2.220617 2.131596 2.340880 0.0 0.0 0.0
C 1.697521 -2.739687 2.000392 0.0 0.1 -0.1
C 2.942558 -1.911270 2.351057 0.0 0.0 0.0
C 1.947076 -3.328489 0.604841 -0.1 -0.1 0.0
C 1.624572 -3.854390 3.052615 0.0 0.1 0.1
C -1.784540 -3.433723 2.052026 0.0 0.0 -0.1
C -1.277867 -4.573048 1.160625 0.0 0.0 0.1
C -3.225798 -3.163492 1.590518 0.0 0.0 0.0
C -1.844906 -3.895383 3.517617 0.0 0.0 0.0
H -2.703001 -0.754550 2.213950 0.0 0.0 0.1
H 1.503576 0.099491 2.359511 0.0 0.0 0.0
H 1.067207 2.098012 3.444397 0.0 0.0 0.0
H -0.048182 3.444904 3.257939 0.0 0.0 0.0
H 0.523163 2.576875 1.832362 0.0 0.0 0.0
H -0.449355 0.888519 5.032259 0.0 0.0 0.0
H -2.169619 0.716451 4.665448 0.0 0.0 0.0
H -1.487202 2.321378 4.969121 0.0 0.0 0.0
H -2.027929 2.358722 1.295087 0.0 0.0 -0.1
H -2.490565 3.063020 2.841659 0.0 0.0 0.0
H -3.085316 1.467467 2.394368 0.0 0.0 0.0
H 3.149076 -1.142374 1.602387 0.0 0.0 0.0
H 3.807279 -2.574607 2.382866 0.0 0.0 0.0
H 2.850854 -1.434351 3.327893 0.0 0.0 0.0
H 2.053095 -2.532556 -0.135807 0.0 0.0 0.0
H 1.147170 -3.989915 0.277294 0.0 0.0 0.0
H 2.877684 -3.900504 0.608580 0.0 0.0 0.0
H 1.437407 -3.434389 4.043162 0.0 0.0 0.0
H 2.584188 -4.373892 3.086480 0.0 0.0 0.0
H 0.862717 -4.598196 2.849629 0.0 0.0 0.0
H -1.345677 -4.307857 0.106143 0.0 0.0 0.0
H -1.912588 -5.445882 1.322164 0.0 0.0 0.0
H -0.258333 -4.875233 1.368921 0.0 0.0 0.0
H -3.240835 -2.708989 0.594734 -0.1 0.0 0.0
H -3.778446 -2.520304 2.274602 0.0 0.0 0.0
H -3.766388 -4.108656 1.532622 0.0 0.0 0.0
H -0.867951 -4.183729 3.899130 0.0 0.0 0.0
H -2.513667 -4.754154 3.605876 0.0 0.0 0.0
H -2.234685 -3.097091 4.152347 0.0 0.0 0.0
S -0.799774 -2.446741 -1.701587 -0.1 -0.1 0.0
C 0.341625 -1.765877 -2.766364 0.0 0.1 0.3
N 0.100693 -1.847336 -4.101509 0.0 -0.1 -0.1
C 0.947324 -1.361340 -5.028193 0.0 0.0 -0.1
C 2.096099 -0.757035 -4.619421 0.0 0.0 0.0
C 2.303619 -0.686719 -3.235584 -0.1 -0.1 0.1
N 1.464779 -1.172826 -2.341016 0.1 -0.1 -0.1
H -0.768162 -2.282354 -4.386100 0.0 0.0 0.0
H 0.657409 -1.477132 -6.062748 0.0 0.0 0.0
H 2.801542 -0.350298 -5.326385 0.0 0.0 0.0
H 3.194622 -0.211929 -2.839654 0.0 0.0 0.0
C -4.878969 4.391316 -1.487419 0.0 0.0 0.0
C -3.686593 3.921972 -2.310534 0.0 0.0 0.0
C -2.389653 3.912190 -1.507639 0.1 0.0 -0.1
C -1.204664 3.330460 -2.293004 0.0 0.1 0.0
Ge -1.013654 1.381619 -2.217946 0.1 -0.1 0.1
C -2.719742 0.454743 -2.503560 -0.1 0.0 0.0
C -3.609638 0.422182 -1.262883 0.0 0.0 0.0
C -4.984326 -0.177146 -1.536715 0.0 0.0 0.0
C -5.906301 -0.150628 -0.323777 0.0 0.0 0.0
H -5.793292 4.411071 -2.080454 0.0 0.0 0.0
H -4.710775 5.397107 -1.097471 0.0 0.0 0.0
H -5.048516 3.730650 -0.632706 0.0 0.0 0.0
H -3.554865 4.572302 -3.180279 0.0 0.0 0.0
H -3.884170 2.921035 -2.707436 0.0 0.0 0.0
H -2.556137 3.359462 -0.580517 0.0 0.0 0.1
H -2.164007 4.938265 -1.202925 0.0 0.0 0.0
H -0.254086 3.730105 -1.930676 0.0 0.0 0.0
H -1.284723 3.634451 -3.340320 0.0 0.0 0.0
H -0.063330 0.968086 -3.378166 0.0 0.0 0.0
H -2.540033 -0.569159 -2.835386 0.0 0.0 -0.1
H -3.232820 0.962298 -3.326186 0.0 0.0 0.0
H -3.739683 1.433087 -0.862197 0.0 0.0 0.0
H -3.113248 -0.148014 -0.460040 0.0 0.0 0.0
H -4.865356 -1.203359 -1.899544 0.0 0.0 0.0
H -5.444868 0.386689 -2.353779 0.0 0.0 0.0
H -5.519762 -0.774138 0.485169 0.0 0.0 0.0
H -6.902708 -0.514776 -0.573294 0.0 0.0 0.0
H -6.009958 0.867639 0.058132 0.0 0.0 0.0
C -0.116978 0.872483 -0.525141 0.1 -0.1 -0.3
H 0.960316 0.837306 -0.747575 -0.1 0.1 0.1
H -0.263404 1.669976 0.193464 -0.1 0.1 0.1
```
Positions in Å, forces in eV/Å.

Values from the calculation:
HOMO energy (spin up / spin down): -10.252 / -11.308 eV
Charge: +1
Multiplicity: 6
LUMO (spin up / spin down): -3.72 / -3.93 eV
Gap between HOMO and LUMO (spin up / spin down): 6.54 / 7.38 eV

---

[2]
Entry from OMol25: one molecule with the formula C6H10O (wB97M-V/def2-TZVPD).

Structure (XYZ):
```
17
Properties=species:S:1:pos:R:3:forces:R:3
C 0.541938 0.275772 -1.903832 -0.1 -0.1 0.0
C 0.381498 0.006791 -0.424609 -0.2 0.0 -0.1
O 1.713197 -0.172322 0.054836 0.1 0.1 0.2
C -0.446547 -1.208600 0.070346 0.0 0.0 0.0
C -0.709015 -0.796575 1.511025 0.0 0.2 0.1
C -0.604888 0.527004 1.648918 0.1 -0.2 -0.1
C -0.337174 1.160521 0.306227 -0.1 0.2 0.3
H 1.155697 1.178706 -2.018657 -0.1 -0.2 0.0
H -0.420359 0.456121 -2.389953 0.1 -0.1 0.0
H 1.060116 -0.557766 -2.381338 -0.1 0.1 -0.1
H 1.656194 -0.489295 0.969147 0.0 0.2 -0.2
H -1.394231 -1.297108 -0.477830 0.1 -0.1 0.0
H 0.107121 -2.153779 -0.012012 -0.1 0.2 -0.1
H -0.948772 -1.487228 2.312954 0.1 0.0 -0.1
H -0.652118 1.089082 2.571332 -0.3 -0.1 0.0
H 0.216673 2.103984 0.320598 0.1 -0.2 0.0
H -1.318091 1.374483 -0.161520 0.4 -0.1 -0.1
```
Positions in Å, forces in eV/Å.

Values from the calculation:
HOMO energy: -9.472 eV
Charge: 0
Multiplicity: 1
LUMO: 1.02 eV
Gap between HOMO and LUMO: 10.50 eV
SMILES string: CC1(O)CC=CC1

---

[3]
Entry from OMol25: a 2-piece molecular cluster, C7H11FO6P overall at a distorted geometry (wB97M-V/def2-TZVPD).

Structure (XYZ):
```
26
Properties=species:S:1:pos:R:3:forces:R:3
C 1.602031 -2.615426 -0.688982 -0.8 0.0 -0.5
C 0.718307 -2.540233 -1.539037 -1.4 0.2 1.2
C -0.726339 -2.358621 -2.146117 2.0 0.3 -0.6
C -1.398041 -0.975832 -1.758520 -0.3 -0.4 -0.4
C -1.727745 -0.797568 -0.227949 -1.5 -0.6 -0.7
O -0.576046 -0.782992 0.655320 0.5 3.0 0.8
P 0.148579 0.687567 0.738788 2.7 -0.1 -1.6
O 0.392152 1.372316 -0.576699 -0.9 -0.7 1.5
O 1.657841 0.409602 1.420328 -2.7 0.5 -0.5
O -0.646379 1.773815 1.743225 1.2 -0.8 -0.4
C 0.050535 3.039541 1.700717 1.2 1.1 -0.7
C -0.701417 4.016967 0.678258 -0.3 -1.4 1.0
O -1.890354 4.060535 0.740220 1.4 0.8 -0.9
F 0.077256 4.740817 -0.222717 -1.1 -1.0 1.4
H 2.344230 -2.723535 0.185572 -0.3 -0.1 -0.7
H -1.393972 -3.241690 -1.941046 0.8 0.9 0.1
H -0.567566 -2.333361 -3.275070 -0.5 0.0 1.3
H -2.403466 -0.949956 -2.301395 1.1 0.0 0.8
H -0.778308 -0.155006 -2.212283 -0.6 -0.7 0.9
H -2.346793 -1.702336 0.081836 1.0 1.0 -0.2
H -2.404162 0.095014 -0.014913 1.0 -0.9 -0.5
H 2.276454 0.921994 0.860256 -0.4 -0.6 0.2
H 0.070271 3.543382 2.715352 -0.4 -0.8 -1.1
H 1.135268 2.914379 1.392901 -1.4 0.2 0.3
O 3.189348 -3.103441 1.691953 -0.6 0.2 -0.5
H 3.898316 -3.295930 2.300003 0.3 0.0 0.1
```
Positions in Å, forces in eV/Å.

Values from the calculation:
HOMO energy: -2.891 eV
Charge: -1
Multiplicity: 1
LUMO: 2.71 eV
Gap between HOMO and LUMO: 5.60 eV

---

[4]
Entry from OMol25: one molecule with the formula C19H19N3O3 at a distorted geometry (wB97M-V/def2-TZVPD).

Structure (XYZ):
```
44
Properties=species:S:1:pos:R:3:forces:R:3
C 4.928876 -0.546677 -1.344325 0.0 -0.1 -0.2
C 4.807731 -1.529882 -0.229238 -0.1 -0.1 0.1
C 5.920251 -2.211840 0.248244 -0.2 -0.1 0.1
C 5.817934 -3.050878 1.346175 0.0 0.0 0.0
C 4.585610 -3.158184 1.966502 0.3 -0.1 0.1
N 3.507526 -2.540033 1.520783 -0.4 0.1 -0.1
C 3.600022 -1.781349 0.435963 0.5 -0.3 0.0
N 2.379377 -1.194415 0.073376 -0.2 0.2 0.2
C 1.812293 -1.169460 -1.172554 0.0 0.0 0.1
O 2.379807 -1.537779 -2.180502 0.0 -0.1 -0.1
C 0.432306 -0.608763 -1.209326 -0.3 0.0 -0.1
C -0.484720 -0.720500 -0.171153 0.3 0.0 -0.2
C -1.760074 -0.196721 -0.288313 -0.4 0.1 0.0
C -2.142960 0.458424 -1.454710 0.3 -0.1 -0.1
C -1.229686 0.558621 -2.507924 -0.2 0.1 0.1
C 0.030898 0.023724 -2.387312 0.1 -0.1 0.1
H 0.735344 0.086846 -3.202475 0.0 0.0 -0.1
H -1.542866 1.056808 -3.411621 0.0 0.1 -0.1
O -3.360633 1.016719 -1.677889 0.2 0.0 -0.2
C -4.324133 1.001510 -0.644526 -0.3 0.1 0.2
C -3.930058 1.804708 0.553184 0.4 0.6 0.1
C -3.115634 2.905282 0.620367 -0.6 -0.7 -0.2
O -3.038990 3.310904 1.898419 0.4 0.3 -0.7
N -3.793162 2.499822 2.677843 -0.6 -0.6 0.9
C -4.332051 1.596123 1.905037 0.4 0.4 -0.4
C -5.228274 0.538767 2.433293 0.0 0.1 0.1
H -5.322166 0.652358 3.508849 -0.1 -0.1 0.1
H -6.212549 0.616802 1.974258 -0.1 -0.1 0.0
H -4.826117 -0.448910 2.210361 0.0 -0.1 0.0
C -2.350191 3.651747 -0.406718 0.0 0.0 0.2
H -1.367590 3.199629 -0.546311 0.1 0.0 0.0
H -2.215086 4.680243 -0.082074 0.0 0.1 0.0
H -2.876302 3.625126 -1.357124 0.0 0.0 0.0
H -4.555145 -0.029542 -0.342749 0.0 0.1 -0.1
H -5.221388 1.429386 -1.106854 0.1 -0.2 0.0
H -2.443687 -0.307002 0.538284 -0.1 0.0 0.0
H -0.236402 -1.248233 0.738996 0.0 0.0 0.1
H 1.749237 -1.119905 0.860816 0.1 0.1 -0.1
H 4.443138 -3.760802 2.853413 0.1 -0.1 0.1
H 6.676491 -3.584152 1.722469 0.1 -0.1 0.1
H 6.876049 -2.065105 -0.235057 0.1 0.0 -0.1
H 5.974842 -0.356896 -1.572546 0.1 0.1 0.0
H 4.443754 0.390748 -1.073601 0.0 0.1 0.0
H 4.429316 -0.924187 -2.235903 0.1 0.1 0.0
```
Positions in Å, forces in eV/Å.

Values from the calculation:
HOMO energy: -8.738 eV
Charge: 0
Multiplicity: 1
LUMO: 0.63 eV
Gap between HOMO and LUMO: 9.37 eV
SMILES string: Cc1cccnc1NC(=O)c1ccc(OCc2c(C)noc2C)cc1

---

[5]
Entry from OMol25: a 12-piece molecular cluster, C20H54BO27 overall at a distorted geometry (wB97M-V/def2-TZVPD).

Structure (XYZ):
```
102
Properties=species:S:1:pos:R:3:forces:R:3
O 0.383369 1.462004 2.278280 -0.4 -1.3 -2.6
C 0.064960 0.804212 1.267265 0.1 1.8 1.6
O 0.312012 1.029930 -0.013481 0.8 0.8 3.7
B -0.307024 -0.022592 -0.759139 0.3 -1.2 -3.9
O -1.039805 -0.918035 0.160266 0.5 0.6 -0.3
C -0.904678 -0.386117 1.321115 -2.4 -1.7 2.2
O -1.586127 -0.791074 2.275929 1.6 1.3 -0.6
O 0.658165 -0.741528 -1.533888 1.1 -1.1 1.1
C 0.392733 -0.594606 -2.869868 -4.7 3.7 1.2
O 1.128533 -0.958799 -3.733798 3.1 -1.8 -2.8
C -0.790918 0.358390 -2.960401 3.2 -2.8 -4.2
O -1.135413 0.586411 -1.748939 -3.3 2.0 3.3
O -1.352499 0.810557 -4.013831 0.3 -0.1 1.4
O 3.682629 -0.875560 -2.370751 0.8 0.0 0.7
H 2.800283 -0.761856 -2.723997 -1.1 0.0 -0.6
H 4.094734 -1.512216 -2.954756 0.0 -0.1 -0.1
O -0.641416 4.317922 2.073775 0.0 0.6 0.6
H -0.327103 3.438934 2.285460 0.1 -0.4 -0.1
H -0.611680 4.359714 1.117943 0.2 -0.1 -0.5
O -4.321527 -2.221326 1.865311 -0.5 -0.3 -0.1
H -4.393279 -2.150895 2.817215 0.1 0.1 0.2
H -3.752400 -1.494195 1.613093 0.5 0.2 -0.1
C -1.058520 -2.580485 4.661502 0.0 1.8 1.5
C 0.279682 -3.040185 4.137547 -0.4 -0.3 0.2
O 1.249876 -3.135143 5.181666 -0.3 -0.2 -0.5
O -1.384434 -3.240764 5.920816 0.1 -0.6 -0.7
H -1.887972 -2.581434 3.954334 0.3 -0.4 -0.2
H -0.897960 -1.544186 4.958824 -0.2 0.3 -0.3
H 0.683649 -2.309636 3.436686 -0.3 -0.1 -0.1
H 0.069911 -3.978418 3.623910 0.7 -0.4 -0.1
H 0.851103 -3.679855 5.864208 -0.1 0.0 0.2
H -2.097333 -2.732084 6.314030 0.0 0.0 0.0
C -2.565088 3.990420 -1.032750 0.8 -0.6 -1.3
C -1.150098 4.084736 -1.738862 -3.5 -1.4 0.4
O -0.223870 3.948578 -0.691394 0.6 0.7 -0.8
O -3.615219 4.024648 -2.033661 0.5 0.8 0.9
H -2.569198 4.799187 -0.302019 -0.8 0.3 -0.2
H -2.700106 3.051413 -0.495955 0.5 0.0 0.2
H -1.234451 4.978220 -2.357461 0.9 0.6 0.4
H -1.146712 3.254016 -2.444550 0.5 -0.3 0.0
H 0.585359 3.651099 -1.113581 0.3 -0.2 0.4
H -3.675472 3.123645 -2.359479 0.1 -0.1 -0.2
C -0.383121 1.349725 6.485306 0.3 -1.2 0.3
C 0.613627 0.787669 5.390334 -2.3 1.1 1.3
O 1.582500 1.683128 5.009794 1.5 0.7 0.4
O -1.503317 2.050515 6.027936 -0.8 0.9 -1.2
H 0.053120 1.923928 7.302676 0.9 0.1 -0.3
H -0.779465 0.464633 6.982930 0.0 -0.5 0.1
H 0.047210 0.527800 4.496053 -0.3 -0.6 0.2
H 0.978574 -0.073879 5.949470 0.8 -0.2 -0.7
H 1.270739 2.227345 4.283000 -0.1 -0.2 -0.3
H -1.796711 2.668029 6.701876 0.1 0.0 -0.1
C 0.618659 -5.194414 -5.403791 0.1 -1.7 0.3
C 1.186635 -4.683405 -4.092010 -1.0 2.2 -1.8
O 1.097755 -5.608121 -3.123092 0.0 -2.2 1.5
O -0.793962 -5.456095 -5.505432 -0.5 1.6 -0.8
H 0.972593 -6.196467 -5.646106 1.2 -0.1 0.4
H 1.015321 -4.573176 -6.206808 -1.0 0.4 -0.1
H 0.659234 -3.782888 -3.777312 -0.5 0.4 -0.3
H 2.184192 -4.270330 -4.241495 0.6 -0.4 -0.3
H 1.674060 -5.314997 -2.413478 0.2 -0.5 0.4
H -1.216969 -5.989114 -4.828257 0.9 0.1 0.5
C -4.045340 2.144269 3.469606 0.2 -2.4 0.6
C -5.132255 2.191308 2.363457 2.9 2.5 -0.4
O -5.233355 3.620678 2.142555 -2.3 0.0 0.1
O -3.057488 3.176750 3.512468 -1.4 -0.1 -0.8
H -3.558668 1.172824 3.382754 0.5 -0.2 -0.3
H -4.529883 2.012525 4.437063 -0.4 0.7 0.3
H -6.006079 1.600096 2.637304 -0.3 0.8 0.2
H -4.809288 1.895467 1.365319 0.4 -1.1 0.3
H -4.325382 3.928708 2.094508 0.2 0.1 0.1
H -2.400760 2.930018 4.167773 0.2 -0.3 0.1
C 1.581319 -4.151004 -0.447098 0.5 0.3 1.2
C 2.026136 -3.297111 0.785064 1.0 1.2 -2.0
O 2.992888 -2.300314 0.335894 -0.2 -1.1 0.7
O 2.611102 -5.017732 -0.991595 -0.3 0.1 0.5
H 1.313894 -3.523820 -1.297534 -0.3 0.4 0.4
H 0.716537 -4.736986 -0.135858 0.0 -0.3 -0.2
H 2.529616 -3.880488 1.555964 -0.1 -0.2 0.0
H 1.223026 -2.708458 1.228468 -0.5 -0.6 -0.1
H 2.723715 -2.049136 -0.550709 0.0 0.5 -0.4
H 3.387552 -5.080287 -0.430517 -0.1 0.3 0.2
C 0.537797 1.859329 -7.669113 0.4 1.0 -0.1
C 0.254315 0.473965 -7.339448 -2.3 -3.3 2.8
O -1.079693 0.238563 -6.700120 1.5 0.6 -2.2
O 0.919754 2.802127 -6.636270 -0.5 -0.8 -0.6
H -0.419420 2.178882 -8.081092 0.3 0.4 -0.7
H 1.370858 1.780381 -8.367599 -0.1 0.6 -0.5
H 0.927387 -0.074038 -6.680081 0.7 0.6 0.2
H 0.237378 -0.169861 -8.218812 -0.1 0.4 -0.5
H -0.973740 0.429228 -5.765230 -0.1 0.1 1.3
H 0.137129 3.354153 -6.570106 0.1 0.1 0.5
C 3.854153 2.553695 0.712880 0.2 0.8 -0.8
C 4.994037 1.969709 -0.137773 0.8 0.0 -0.3
O 5.117610 0.535974 -0.102016 -0.2 1.5 0.5
O 3.786955 3.994578 0.449692 0.4 -0.8 -0.3
H 3.923437 2.455152 1.796201 0.2 -0.6 -0.1
H 2.986841 2.041251 0.296615 -0.5 0.1 0.5
H 5.977687 2.405672 0.036788 0.1 -0.2 0.9
H 4.862121 2.310186 -1.164801 -0.7 -0.1 -0.3
H 4.292886 0.229582 -0.486152 -0.1 -0.7 -0.3
H 2.937846 4.341234 0.733337 -0.1 -0.2 0.1
```
Positions in Å, forces in eV/Å.

Values from the calculation:
HOMO energy (spin up / spin down): 0.593 / -3.432 eV
Charge: -2
Multiplicity: 2
LUMO (spin up / spin down): 3.47 / 3.47 eV
Gap between HOMO and LUMO (spin up / spin down): 2.88 / 6.90 eV

---

Result set for calculated total energy: -136698.4199; -8431.0802; -31727.9406; -30623.7238; -77575.3995 eV, one per record in the order listed.